# 1
111
Properties=species:S:1:pos:R:3:forces:R:3:lowdin_charge:R:1 method="wB97M-V/def2-TZVPD" relative_energy_kcal_mol=12.3 orbital_gap_ev="8.276 / 5.381" s_squared=6.0269 total_charge=+2 spin_multiplicity=5
Ir 0.485 0.610 0.555 0.3 0.2 0.1 0.84
C -2.232 3.571 4.347 0.4 0.0 0.0 0.01
N -0.795 3.241 4.364 -0.3 0.3 0.3 -0.10
C 0.074 3.597 5.367 -0.1 -0.1 -0.1 0.01
C 1.278 3.078 5.038 0.0 -0.1 -0.1 0.01
N 1.127 2.413 3.843 0.4 -0.1 0.0 -0.07
C 2.225 1.681 3.193 -0.2 0.2 0.1 -0.01
C -0.145 2.517 3.444 0.0 0.0 -0.2 -0.51
Se -1.088 1.886 1.941 0.0 0.0 0.0 1.12
H -2.419 4.238 5.182 -0.1 0.0 0.0 0.11
H -2.811 2.659 4.460 -0.1 0.0 0.0 0.10
H -2.481 4.070 3.413 0.0 0.0 0.0 0.08
H -0.234 4.180 6.215 0.0 0.0 0.0 0.14
H 2.224 3.122 5.545 0.0 0.0 0.0 0.14
H 3.117 1.882 3.780 0.0 -0.1 0.0 0.10
H 2.375 2.031 2.170 0.0 0.0 0.1 0.06
H 1.989 0.619 3.215 0.1 0.0 0.0 0.08
Cl -2.788 -6.552 4.107 0.0 0.0 0.0 0.72
C -2.215 -4.986 3.664 -0.1 -0.2 0.1 -0.65
C -2.447 -3.918 4.521 0.1 0.1 -0.1 -0.08
C -1.985 -2.667 4.160 0.0 -0.1 0.0 0.00
C -1.293 -2.492 2.960 -0.1 -0.3 0.2 -0.14
C -1.067 -3.577 2.114 0.0 0.0 0.1 0.00
C -1.536 -4.830 2.464 0.0 0.1 0.0 -0.08
C -0.813 -1.150 2.612 -0.1 0.2 -0.3 -0.57
O -1.096 -0.170 3.322 0.0 0.2 0.1 -0.08
O -0.117 -1.058 1.523 0.1 -0.1 0.0 -0.30
H -2.981 -4.075 5.446 0.0 0.0 0.0 0.11
H -2.159 -1.820 4.806 0.0 0.1 0.0 0.12
H -0.526 -3.442 1.188 0.0 0.0 0.0 0.11
H -1.377 -5.686 1.824 0.0 0.0 0.0 0.11
C 2.310 -5.283 1.056 0.0 0.1 0.0 -0.06
C 2.149 -4.896 -0.265 0.0 0.1 0.0 -0.06
C 2.168 -3.547 -0.608 -0.1 -0.1 0.0 -0.08
C 2.337 -2.594 0.386 0.1 -0.1 0.1 -0.37
C 2.487 -2.979 1.716 0.0 -0.1 0.0 -0.11
C 2.478 -4.324 2.048 0.0 0.0 0.0 -0.07
As 2.450 -0.731 -0.051 -0.7 -0.1 -0.5 1.30
C 2.866 -0.619 -1.910 0.0 -0.1 0.1 -0.33
C 2.011 -0.780 -2.986 0.1 0.0 -0.2 -0.13
C 2.521 -0.626 -4.270 0.0 0.0 0.0 -0.07
C 3.866 -0.308 -4.449 -0.1 0.0 0.0 -0.05
C 4.712 -0.141 -3.361 0.0 0.0 0.0 0.00
C 4.210 -0.294 -2.073 0.2 0.1 0.1 -0.18
C 4.974 -0.112 -0.809 0.1 0.0 -0.1 -0.18
C 6.335 0.153 -0.719 0.0 0.0 0.0 0.00
C 6.930 0.298 0.525 0.0 0.0 0.1 -0.04
C 6.185 0.180 1.693 0.0 0.0 -0.1 -0.05
C 4.825 -0.086 1.621 0.1 0.0 -0.1 -0.08
C 4.243 -0.227 0.374 -0.2 0.0 0.1 -0.30
H 2.306 -6.333 1.315 0.0 0.0 0.0 0.11
H 2.028 -5.643 -1.038 0.0 0.0 0.0 0.11
H 2.064 -3.255 -1.645 0.0 0.0 0.0 0.10
H 2.618 -2.245 2.503 0.0 0.0 0.0 0.10
H 2.601 -4.627 3.079 0.0 0.0 0.0 0.12
H 0.971 -1.040 -2.836 0.0 0.0 0.0 0.07
H 1.880 -0.762 -5.130 0.0 0.0 0.0 0.11
H 4.260 -0.189 -5.448 0.0 0.0 0.0 0.12
H 5.750 0.112 -3.526 0.0 0.0 0.0 0.12
H 6.937 0.245 -1.613 0.0 0.0 0.0 0.12
H 7.990 0.501 0.586 0.0 0.0 0.0 0.12
H 6.666 0.288 2.655 0.0 0.0 0.0 0.11
H 4.249 -0.187 2.532 0.0 0.0 0.0 0.09
C 2.489 3.137 -2.205 0.0 0.0 0.0 -0.01
C 2.194 2.557 -0.845 -1.3 -0.2 -0.6 -0.64
O 3.000 2.564 0.047 0.7 0.1 0.8 0.05
N 0.907 1.965 -0.677 1.1 -0.1 0.4 -0.30
Te -0.860 1.612 -2.665 0.2 0.0 0.1 1.77
C -2.120 1.848 -4.292 -0.1 -0.2 -0.2 -0.41
C -2.366 0.678 -5.033 -0.1 0.0 -0.2 -0.31
C -1.779 -0.689 -4.761 0.0 0.0 0.1 -0.07
C -3.251 0.759 -6.106 0.1 -0.1 0.0 0.00
C -3.851 1.947 -6.478 -0.1 0.1 -0.1 -0.23
C -4.787 2.011 -7.652 0.0 0.0 0.1 -0.03
C -3.546 3.100 -5.752 0.0 0.0 0.0 0.01
C -2.687 3.083 -4.672 -0.2 0.0 0.0 -0.28
C -2.400 4.376 -3.962 0.0 0.0 0.1 -0.04
C -2.145 2.361 -1.183 0.0 0.2 -0.1 -0.43
C -1.964 3.625 -0.620 0.0 0.1 0.0 -0.37
C -0.814 4.553 -0.907 0.0 0.0 -0.1 -0.06
C -2.914 4.063 0.304 0.0 0.1 0.0 -0.06
C -3.986 3.278 0.692 -0.2 0.0 0.0 -0.28
C -4.995 3.770 1.694 0.0 0.0 -0.1 -0.03
C -4.108 2.009 0.131 -0.1 0.0 0.1 -0.01
C -3.215 1.531 -0.816 0.0 0.0 0.0 -0.31
C -3.444 0.173 -1.429 0.0 0.0 0.0 -0.05
H 3.502 3.527 -2.211 0.0 0.0 0.0 0.09
H 1.790 3.940 -2.445 0.0 0.0 0.0 0.07
H 2.398 2.374 -2.984 0.0 -0.1 0.1 0.07
H -0.979 -0.719 -4.022 0.0 0.1 0.0 0.00
H -1.373 -1.108 -5.682 0.0 0.0 0.0 0.09
H -2.553 -1.375 -4.411 0.0 0.0 0.0 0.10
H -3.464 -0.141 -6.671 0.0 0.0 0.0 0.13
H -4.970 1.024 -8.070 0.0 0.0 0.0 0.08
H -4.374 2.642 -8.441 0.0 0.0 0.0 0.10
H -5.746 2.442 -7.362 0.0 0.0 0.0 0.09
H -3.991 4.041 -6.053 0.0 0.0 0.0 0.13
H -2.752 5.218 -4.553 0.0 0.0 0.0 0.09
H -1.331 4.531 -3.800 0.0 -0.1 0.0 0.07
H -2.900 4.419 -2.993 0.0 0.0 0.0 0.08
H -0.247 4.298 -1.800 -0.1 -0.1 0.0 0.02
H -0.106 4.558 -0.075 0.0 0.0 0.0 0.09
H -1.177 5.573 -1.037 0.0 0.0 0.0 0.10
H -2.809 5.060 0.719 0.0 0.0 0.0 0.13
H -4.787 4.794 1.998 0.0 0.0 0.0 0.08
H -5.003 3.141 2.585 0.0 -0.1 0.0 0.08
H -6.003 3.744 1.280 0.0 0.0 0.0 0.09
H -4.938 1.376 0.424 0.0 0.0 0.0 0.13
H -4.193 -0.381 -0.867 0.0 0.0 0.0 0.09
H -2.536 -0.436 -1.449 0.0 0.0 0.1 0.06
H -3.802 0.266 -2.458 0.0 0.0 0.0 0.09



# 2
10
Properties=species:S:1:pos:R:3:forces:R:3:lowdin_charge:R:1 method="wB97M-V/def2-TZVPD" relative_energy_kcal_mol=23.8 orbital_gap_ev=9.045 total_charge=-1
C 0.441 0.679 1.441 0.8 0.6 0.1 -0.23
C 1.455 0.155 0.607 -2.2 1.0 2.0 -0.25
C -1.469 -0.590 -1.696 0.4 0.1 1.6 -0.66
N -0.749 0.344 0.915 1.5 -0.3 -1.0 0.02
N 0.920 -0.493 -0.381 -1.5 -0.3 -0.5 0.02
N -0.392 -0.359 -0.184 -0.6 0.0 -0.1 -0.14
O -2.446 -1.129 -1.337 -1.9 -1.0 0.4 0.06
O -0.841 -0.097 -2.547 1.1 0.9 -2.1 0.07
H 0.655 1.372 2.292 -0.8 -0.9 -0.7 0.07
H 2.425 0.118 0.890 3.1 0.0 0.2 0.03



# 3
4
Properties=species:S:1:pos:R:3:forces:R:3:lowdin_charge:R:1 method="wB97M-V/def2-TZVPD" relative_energy_kcal_mol=39.8 orbital_gap_ev="7.426 / 5.489"
S -0.899 0.079 -0.652 2.5 -0.7 0.0 0.09
S -2.168 0.967 0.430 -0.6 0.5 0.8 0.05
I 2.618 -1.115 0.136 -0.1 0.1 0.0 0.12
H 0.449 0.070 0.085 -1.8 0.1 -0.8 -0.27



# 4
63
Properties=species:S:1:pos:R:3:forces:R:3:lowdin_charge:R:1 method="wB97M-V/def2-TZVPD" relative_energy_kcal_mol=0.0 orbital_gap_ev="3.976 / 6.805" s_squared=8.7815 total_charge=-1 spin_multiplicity=6
Rh 1.655 1.207 -0.487 -0.3 -0.2 0.3 1.00
O 3.509 1.558 0.462 -0.1 0.0 0.0 -0.35
N 4.558 0.731 0.160 0.1 0.0 0.0 -0.24
C 5.676 0.871 0.971 0.1 -0.1 0.1 -0.11
C 6.565 -0.154 1.108 0.0 -0.1 0.0 -0.15
C 6.373 -1.375 0.436 0.0 0.1 0.0 -0.15
C 5.235 -1.473 -0.414 0.0 0.0 0.0 -0.17
C 4.344 -0.441 -0.545 0.0 -0.2 0.0 -0.70
S 2.986 -0.449 -1.656 0.0 0.0 -0.1 0.56
H 5.778 1.840 1.436 0.0 0.0 0.0 0.09
H 7.437 0.004 1.733 0.0 0.0 0.0 0.08
H 7.067 -2.198 0.545 -0.1 0.1 0.0 0.06
H 5.058 -2.362 -1.009 0.0 0.1 0.0 0.08
N 1.627 3.457 0.118 -0.2 0.1 -0.2 -0.05
C 0.532 4.124 -0.589 0.3 -0.1 0.3 -0.17
C 0.310 3.529 -1.976 0.0 -0.4 -0.3 -0.68
O -0.375 4.190 -2.758 0.2 -0.4 0.1 -0.01
O 0.836 2.368 -2.182 -0.4 0.6 -0.2 -0.18
H 1.621 3.596 1.116 0.0 0.0 0.1 0.09
H 2.539 3.716 -0.230 0.1 0.0 0.0 0.08
H 0.664 5.195 -0.704 0.1 0.2 0.0 0.11
H -0.389 3.958 -0.034 -0.1 0.0 0.1 0.10
C -2.462 -2.643 1.576 0.0 0.0 0.1 -0.09
C -1.408 -1.538 1.671 0.1 0.0 0.0 -0.60
C -0.034 -2.166 1.997 0.0 0.0 0.1 -0.10
C -1.749 -0.618 2.855 0.0 0.0 0.1 -0.11
P -1.198 -0.423 0.154 0.2 0.0 0.1 0.87
N 0.127 0.383 0.388 0.2 0.1 -0.3 -0.37
C -1.195 -1.499 -1.403 0.1 0.1 0.0 -0.58
C -2.559 -2.088 -1.786 0.0 0.0 -0.1 -0.09
C -0.207 -2.648 -1.119 0.0 0.0 -0.1 -0.10
C -0.654 -0.711 -2.619 -0.1 -0.2 0.0 -0.09
C -2.626 0.803 0.061 0.1 0.1 0.0 -0.59
C -2.615 1.420 -1.351 0.0 0.0 0.0 -0.08
C -4.013 0.215 0.345 -0.1 0.1 0.0 -0.08
C -2.339 1.960 1.041 -0.1 0.0 -0.1 -0.10
H -2.521 -3.148 2.548 0.0 0.0 -0.1 0.09
H -2.196 -3.400 0.839 0.0 0.0 0.0 0.06
H -3.458 -2.263 1.341 0.1 0.0 0.0 0.06
H -0.009 -2.419 3.064 0.0 0.0 -0.1 0.08
H 0.781 -1.470 1.796 0.0 0.0 0.0 0.07
H 0.148 -3.083 1.438 0.0 0.1 0.0 0.06
H -1.653 -1.197 3.779 0.0 0.0 0.0 0.08
H -2.771 -0.241 2.812 0.1 0.0 0.0 0.05
H -1.058 0.227 2.912 0.0 -0.1 0.0 0.08
H -3.034 -2.643 -0.979 0.0 0.0 0.0 0.06
H -2.404 -2.784 -2.620 0.0 0.1 0.1 0.09
H -3.255 -1.321 -2.134 0.1 -0.1 0.0 0.06
H -0.622 -3.380 -0.423 0.1 0.1 -0.1 0.05
H 0.749 -2.282 -0.738 -0.1 0.0 -0.1 0.05
H -0.001 -3.167 -2.061 -0.1 0.0 0.1 0.09
H -1.442 -0.196 -3.162 0.0 0.0 0.0 0.07
H -0.179 -1.418 -3.309 -0.1 0.0 0.1 0.09
H 0.098 0.021 -2.363 0.2 0.2 0.1 0.01
H -3.010 0.736 -2.100 0.0 0.0 0.0 0.06
H -1.617 1.743 -1.664 -0.1 -0.1 0.1 0.07
H -3.259 2.305 -1.346 0.0 -0.1 0.0 0.09
H -4.240 -0.651 -0.279 0.0 0.1 0.0 0.06
H -4.764 0.984 0.126 0.0 -0.1 0.0 0.09
H -4.140 -0.075 1.390 0.0 0.0 -0.1 0.06
H -1.291 2.257 0.986 -0.1 -0.1 0.0 0.05
H -2.570 1.709 2.075 0.0 0.0 0.0 0.06
H -2.959 2.820 0.760 0.0 -0.1 0.0 0.09



# 5
51
Properties=species:S:1:pos:R:3:forces:R:3:lowdin_charge:R:1 method="wB97M-V/def2-TZVPD" relative_energy_kcal_mol=137.3 orbital_gap_ev=1.454 total_charge=+2
Tl 0.478 0.435 -0.563 0.0 0.0 0.1 0.98
O 1.434 3.325 -3.588 -0.1 -0.2 0.2 0.13
H 1.745 3.449 -4.506 0.1 0.2 -0.2 0.05
C 2.348 -1.270 -7.251 -0.6 0.2 1.0 0.03
O 2.429 -2.593 -6.640 0.7 -0.2 -1.7 0.06
C 2.041 -3.009 -5.478 -0.3 1.7 1.8 -0.56
O 1.754 -2.201 -4.549 0.3 -1.9 -1.4 0.13
O 2.052 -4.326 -5.444 1.2 0.4 -0.4 0.05
C 1.734 -5.003 -4.226 -1.1 0.0 0.7 -0.01
H 1.867 -0.598 -6.540 -0.1 0.0 -0.2 0.09
H 1.760 -1.359 -8.164 0.0 -0.2 0.2 0.11
H 3.329 -0.858 -7.487 0.1 -0.6 0.2 0.10
H 0.661 -4.811 -4.213 0.0 -0.3 1.3 0.11
H 2.321 -4.697 -3.360 -0.3 0.8 -0.1 0.10
H 1.907 -6.079 -4.208 0.1 0.1 -1.3 0.11
C -6.026 2.463 -0.779 0.6 -1.1 -0.6 -0.05
O -5.669 3.813 -0.632 2.4 1.2 0.3 0.02
C -4.364 4.238 -0.848 -1.1 -2.7 -2.0 -0.52
O -3.423 3.562 -1.300 -1.6 0.6 1.3 0.14
O -4.365 5.508 -0.724 -1.2 0.8 0.7 0.07
C -3.262 6.254 -1.090 2.0 1.9 0.1 -0.04
H -7.110 2.443 -0.884 0.2 -0.1 0.2 0.11
H -5.648 1.831 0.025 -0.4 0.3 0.6 0.10
H -5.536 2.012 -1.643 -0.2 0.3 -0.4 0.09
H -3.484 7.310 -0.937 -0.5 -0.2 0.0 0.11
H -2.940 6.176 -2.129 -0.2 -0.6 0.0 0.11
H -2.430 6.088 -0.407 0.1 -0.4 -0.2 0.11
C -3.932 1.037 5.661 -0.1 -0.4 -1.4 -0.01
O -3.548 2.441 5.621 1.0 -0.3 -0.7 -0.03
C -2.696 2.833 4.621 -0.6 0.7 0.2 -0.46
O -2.313 2.151 3.671 -0.6 1.9 2.2 0.10
O -2.383 4.214 4.803 -0.4 -3.2 -1.6 -0.01
C -2.760 4.859 5.996 0.5 0.5 1.1 -0.06
H -3.117 0.359 5.914 0.2 0.5 0.4 0.10
H -4.238 0.738 4.658 0.0 0.1 -0.1 0.09
H -4.807 0.850 6.282 0.4 0.7 0.4 0.10
H -2.273 5.834 5.988 -0.1 -0.1 -0.3 0.10
H -2.328 4.327 6.844 -0.2 -0.1 0.2 0.11
H -3.827 5.011 6.161 -0.1 -0.4 -0.4 0.11
C 3.821 -5.875 2.064 -2.7 -0.8 -0.8 -0.07
O 4.951 -5.099 1.932 1.1 0.6 -0.1 -0.02
C 4.936 -3.964 1.194 1.8 -1.6 1.0 -0.52
O 4.016 -3.542 0.543 1.0 0.3 0.5 0.14
O 6.199 -3.436 1.331 -1.7 0.9 -2.2 0.00
C 7.358 -4.069 1.881 -0.1 0.6 1.2 -0.02
H 3.377 -6.168 1.112 0.3 0.2 -0.5 0.10
H 3.000 -5.317 2.515 0.2 0.0 0.5 0.10
H 3.963 -6.845 2.540 0.7 0.5 0.5 0.11
H 7.515 -5.131 1.693 -0.6 0.1 0.0 0.11
H 7.236 -3.804 2.931 0.3 -0.9 0.5 0.11
H 8.249 -3.504 1.608 -0.4 0.1 -0.7 0.10



# 6
12
Properties=species:S:1:pos:R:3:forces:R:3:lowdin_charge:R:1 method="wB97M-V/def2-TZVPD" relative_energy_kcal_mol=42.3 orbital_gap_ev=10.652 smiles="CCC#CC=O"
C -1.859 0.332 -0.010 -0.1 0.1 0.0 -0.10
C -0.911 -0.858 -0.176 0.0 -0.1 0.0 -0.25
C 0.478 -0.421 -0.120 0.5 0.1 0.3 -0.02
C 1.573 0.025 0.119 -0.5 -0.2 -0.1 0.04
C 2.818 0.540 0.636 0.1 0.3 0.1 -0.29
O 2.911 1.640 1.133 0.1 -0.4 -0.2 0.05
H -1.592 0.887 0.894 -0.1 -0.1 -0.1 0.08
H -1.782 1.026 -0.852 0.0 -0.1 0.1 0.08
H -2.893 -0.011 0.072 0.1 0.1 0.0 0.07
H -1.113 -1.431 -1.087 0.0 0.1 0.1 0.11
H -1.032 -1.544 0.671 -0.1 0.0 -0.2 0.12
H 3.678 -0.153 0.578 0.0 0.2 0.0 0.12